Density functional theory data (ωB97M-V with the def2-TZVPD basis set) for 2 unconnected molecules or ions with the total composition C10H21BO3 at a distorted geometry.

Its net charge is 0. The value obtained for the molar mass is 200.1 g mol⁻¹. The highest occupied orbital energy (alpha / beta) is -0.3120 / -0.3255 hartree. As for the energy relative to the best compared isomer or geometry (same formula, charge and spin): 222.6 kJ/mol. Its lowest unoccupied orbital energy (alpha / beta) is -1.936 / -1.801 eV. As for the strongest force on any atom: 0.0411 Eh/bohr. For the HOMO-LUMO gap (alpha / beta), the calculation gives 6.55 / 7.06 eV.

Each line ends with the natural charge from an NBO analysis.
CARTESIAN COORDINATES (ANGSTROEM)
B -0.823 0.415 -0.708  1.186
C -3.936 1.688 0.497  -0.145
C -4.001 0.371 0.787  -0.330
C -4.026 -2.050 0.048  -0.706
C 1.708 1.650 1.317  -0.626
C 2.027 -1.520 -0.926  -0.603
C 3.306 0.606 -1.142  -0.616
C 3.493 -0.771 0.947  -0.606
C -3.837 -0.616 -0.196  0.249
C 1.335 0.447 0.444  0.114
C 2.552 -0.299 -0.164  -0.064
O -1.583 1.109 -1.653  -0.948
O -1.284 -0.580 -0.001  -0.957
O 0.481 0.910 -0.584  -0.761
H -4.052 2.442 1.255  0.204
H -3.735 2.016 -0.508  0.222
H -4.173 0.052 1.807  0.220
H -4.876 -2.406 -0.538  0.250
H -3.154 -2.596 -0.305  0.293
H -4.188 -2.270 1.100  0.225
H 2.180 1.324 2.240  0.204
H 2.372 2.322 0.781  0.202
H 0.796 2.191 1.564  0.212
H 1.430 -2.151 -0.271  0.213
H 2.854 -2.108 -1.323  0.197
H 1.397 -1.200 -1.751  0.216
H 4.008 0.019 -1.731  0.203
H 3.865 1.378 -0.619  0.199
H 2.596 1.082 -1.815  0.224
H 2.951 -1.366 1.678  0.206
H 4.286 -1.384 0.523  0.206
H 3.954 0.069 1.457  0.204
H -3.654 -0.291 -1.210  0.234
H 0.773 -0.268 1.062  0.195
H -1.043 1.786 -2.060  0.486